1.
Computed, not measured: C39H54IrN2O2P2 as an isolated structure in a non-equilibrium geometry, with wB97M-V/def2-TZVPD.

Atoms and positions in Å:
Ir -1.999 0.563 -0.162
C -2.755 0.172 2.024
C -3.601 -0.172 0.879
C -2.087 -1.922 1.289
C -1.918 -0.970 2.305
C -3.047 -1.412 0.331
C -3.035 1.273 2.984
H -3.658 2.053 2.536
H -2.110 1.738 3.351
H -3.572 0.862 3.851
C -1.109 -1.134 3.532
H -1.010 -0.189 4.076
H -0.103 -1.517 3.302
H -1.574 -1.867 4.208
C -1.508 -3.287 1.251
H -2.206 -4.018 1.689
H -0.574 -3.343 1.824
H -1.297 -3.613 0.225
C -3.729 -2.216 -0.717
H -4.454 -2.902 -0.254
H -3.017 -2.817 -1.290
H -4.266 -1.563 -1.410
C -4.983 0.327 0.640
H -5.724 -0.406 0.995
H -5.149 0.488 -0.428
H -5.135 1.269 1.171
C 0.030 5.403 -1.467
C -1.104 5.984 -1.035
C -2.160 6.565 -1.926
C -2.311 5.901 -3.320
C -2.101 4.411 -3.411
C -0.957 3.844 -3.837
C 0.368 4.563 -3.921
C 0.627 5.635 -2.824
H -1.953 7.640 -2.069
H -1.652 6.430 -4.030
H -3.136 6.527 -1.417
H 0.295 6.610 -3.211
H 0.675 4.864 -0.757
H -1.233 6.221 0.031
H 1.720 5.714 -2.683
H 1.201 3.835 -3.900
H -0.959 2.838 -4.276
H 0.447 5.062 -4.906
H -3.344 6.103 -3.659
H -3.006 3.809 -3.264
P -0.522 2.131 0.239
P -0.875 -0.002 -1.982
C 0.349 2.398 -1.347
C 0.546 1.134 -2.164
H 1.305 2.879 -1.110
H -0.249 3.129 -1.897
H 0.659 1.368 -3.231
H 1.458 0.608 -1.816
C -0.250 -1.704 -1.947
H -1.092 -2.400 -1.838
H 0.435 -1.829 -1.095
H 0.280 -1.906 -2.888
C -2.097 0.094 -3.300
H -1.656 0.547 -4.194
H -2.961 0.681 -2.961
H -2.426 -0.927 -3.527
C 0.667 2.114 1.561
H 0.182 1.752 2.474
H 1.032 3.140 1.712
H 1.492 1.445 1.285
C -1.813 3.338 0.604
H -2.800 2.850 0.512
H -1.753 4.151 -0.118
H -1.674 3.726 1.621
O 2.734 0.001 -0.492
C 2.661 -0.940 0.305
N 3.661 -1.896 0.476
C 3.229 -2.969 1.311
C 1.976 -2.283 1.925
O 1.418 -2.747 2.940
N 1.623 -1.210 1.187
C 2.721 -4.168 0.514
C 2.106 -5.207 1.218
C 1.555 -6.291 0.531
C 1.606 -6.325 -0.868
C 2.193 -5.269 -1.578
C 2.774 -4.198 -0.880
C 4.281 -3.276 2.364
C 4.891 -4.527 2.505
C 5.820 -4.734 3.536
C 6.170 -3.686 4.391
C 5.618 -2.416 4.192
C 4.668 -2.218 3.184
H 4.480 -1.883 -0.119
H 2.075 -5.161 2.307
H 1.105 -7.108 1.097
H 1.187 -7.174 -1.412
H 2.222 -5.266 -2.672
H 3.280 -3.404 -1.434
H 4.632 -5.344 1.826
H 6.263 -5.722 3.664
H 6.876 -3.851 5.206
H 5.901 -1.569 4.817
H 4.212 -1.232 3.049

Forces on the atoms, in the same order (eV/Å):
-0.9 -1.2 0.7
-0.5 -1.3 -0.4
-0.1 -0.7 1.2
-1.2 0.0 -2.5
-0.3 2.0 0.9
0.0 -0.8 2.0
0.0 0.1 0.3
0.1 -0.1 0.1
-0.2 -0.1 0.0
0.1 0.2 -0.1
0.5 0.0 0.1
0.0 -0.2 0.0
-0.4 0.2 0.2
0.1 0.1 0.0
0.4 -0.2 0.0
0.1 0.2 -0.1
-0.3 -0.1 -0.1
-0.1 0.0 0.2
0.0 -0.2 -0.1
0.1 0.1 -0.2
-0.2 0.0 0.1
0.0 -0.1 0.0
-0.2 0.0 -0.1
0.1 0.2 0.0
-0.2 0.1 0.1
-0.2 -0.1 -0.1
-0.1 0.8 0.8
0.8 0.4 0.0
-0.2 0.4 -0.2
0.0 0.6 0.2
0.3 -0.3 -0.6
-0.6 0.4 -0.3
0.3 0.1 -0.4
0.0 -0.2 -0.7
-0.2 -0.2 0.0
-0.2 -0.4 0.2
0.4 -0.1 0.0
0.1 -0.3 0.3
-0.3 0.7 -0.1
-0.1 -0.8 -0.3
-0.4 0.0 -0.1
-0.5 0.1 0.0
-0.1 0.1 0.7
0.0 -0.2 0.3
0.4 -0.1 0.0
0.4 0.0 -0.3
0.9 -0.6 -0.1
0.2 -0.1 0.4
0.4 0.8 0.4
0.4 -0.5 -0.5
0.1 -0.1 -0.3
0.0 -0.3 0.2
0.2 0.1 0.1
-0.7 0.2 -0.3
0.4 0.0 -0.4
0.3 0.2 -0.1
-0.3 0.1 -0.3
0.0 -0.2 0.2
0.0 0.0 -1.0
-0.3 -0.1 -0.1
0.4 -0.1 -0.2
0.0 0.2 -0.1
0.6 0.7 0.4
0.1 0.0 -0.2
0.3 -0.2 0.2
-0.2 0.2 0.1
0.0 0.6 0.0
0.2 0.3 0.1
-0.2 -0.1 0.2
-0.2 -0.1 -0.2
-0.1 -1.3 1.5
1.3 0.9 -1.3
-0.9 1.0 -0.4
1.2 -0.8 -0.3
-1.6 -0.4 2.3
1.3 0.7 -2.1
-0.1 -0.4 0.1
-0.4 -0.1 0.1
-0.1 -0.2 -0.2
0.3 0.2 -0.1
0.0 0.2 -0.1
0.2 0.0 0.4
-0.2 -0.2 -0.1
0.2 -0.2 -0.1
0.0 0.0 0.3
-0.2 0.1 -0.2
-0.1 0.1 -0.2
-0.3 0.0 -0.3
0.4 0.0 0.5
0.0 -0.1 0.3
-0.1 -0.1 -0.3
0.1 0.2 -0.2
0.1 0.3 0.2
0.0 -0.1 0.5
-0.3 -0.2 0.1
0.1 0.3 0.3
-0.1 0.3 0.0
-0.2 0.0 -0.3
0.0 -0.3 -0.1
0.2 -0.3 0.1

Summary:
Charge: +1
M in g/mol: 837.0
Multiplicity: 5
LUMO (spin up / spin down) in eV: -1.78 / -6.41
Energy relative to the best compared isomer or geometry (same formula, charge and spin) in kJ/mol: 36.28

Here are the Löwdin charges for atoms 1 to 5, given in e:
1 Ir 0.934
2 C -0.311
3 C -0.461
4 C -0.191
5 C -0.214

=====

2.
Computed, not measured: one molecule with the formula C2H4N4 in a non-equilibrium geometry, with wB97M-V/def2-TZVPD.

Atoms and positions in Å:
C 2.370 -1.079 0.469
C -0.598 0.796 0.204
N 1.147 -0.598 0.122
N 3.176 -0.990 1.362
N 0.064 -0.551 2.146
N 0.296 -0.213 1.031
H 2.859 -1.710 -0.345
H -0.057 0.853 -0.803
H -1.649 0.406 0.234
H -0.582 1.702 0.778

Forces on the atoms, in the same order (eV/Å):
-0.3 -2.0 -2.8
-0.6 -0.8 0.2
1.1 -0.4 -1.1
1.6 0.7 3.3
-0.2 -0.1 2.2
-0.9 1.4 -3.3
-0.8 0.6 0.1
-1.2 -0.1 1.7
1.1 0.2 -0.4
0.1 0.6 0.1

Summary:
Charge: 0
M in g/mol: 84.1
LUMO (spin up / spin down) in eV: -0.07 / -1.78
Energy relative to the best compared isomer or geometry (same formula, charge and spin) in kJ/mol: 666.55

Here are the Löwdin charges for atoms 1 to 5, given in e:
1 C -0.465
2 C 0.039
3 N -0.012
4 N 0.150
5 N 0.268

=====

3.
Computed, not measured: C20H22N5Tl as an isolated structure in a non-equilibrium geometry, with wB97M-V/def2-TZVPD.

Atoms and positions in Å:
Tl 2.135 -0.704 -2.786
N -8.042 0.999 3.624
C -7.123 0.585 3.048
C -5.906 0.159 2.316
C -4.724 0.052 3.012
C -3.540 -0.080 2.308
C -3.543 -0.253 0.941
C -4.739 -0.171 0.267
C -5.931 0.031 0.919
C -2.260 -0.381 0.176
C -1.967 -1.538 -0.522
C -2.728 -2.859 -0.437
C -2.025 -3.705 -1.178
C -0.883 -2.921 -1.738
N -0.881 -1.665 -1.403
C -1.434 0.777 0.236
C -1.855 2.150 0.732
C -0.748 2.830 0.955
C 0.358 1.885 0.540
N -0.047 0.752 0.027
H -4.722 0.048 4.095
H -2.600 -0.033 2.809
H -4.778 -0.329 -0.800
H -6.902 0.088 0.446
H -3.620 -3.063 0.165
H -2.214 -4.775 -1.218
H -0.194 -3.266 -2.507
H -2.859 2.474 0.846
H -0.602 3.872 1.268
H 1.352 2.241 0.521
N 4.509 0.928 -3.075
C 5.406 1.400 -1.924
C 4.691 1.564 -0.580
C 4.689 0.423 0.449
C 3.726 -0.724 0.217
N 4.091 -1.571 -0.932
H 5.132 0.450 -3.712
H 4.109 1.760 -3.477
H 5.927 2.299 -2.218
H 6.221 0.676 -1.721
H 3.657 1.767 -0.794
H 5.119 2.448 -0.110
H 4.488 0.852 1.401
H 5.677 -0.038 0.601
H 2.674 -0.422 0.098
H 3.666 -1.264 1.156
H 4.272 -2.515 -0.655
H 4.966 -1.233 -1.386

Forces on the atoms, in the same order (eV/Å):
0.6 0.0 0.3
1.3 -0.6 -0.8
-0.3 -0.1 0.1
-1.5 0.7 0.2
0.4 -0.1 0.4
0.2 -0.2 0.2
0.4 0.3 -0.3
-0.9 -0.7 -1.1
-0.4 0.2 1.1
-0.3 1.1 0.4
-0.1 -0.6 0.2
-0.1 1.1 0.3
0.1 -0.5 0.6
-0.3 0.8 -0.8
0.0 -0.8 0.2
0.1 -0.4 0.0
-0.3 -1.0 -0.3
0.8 0.0 0.0
-1.4 0.1 -0.9
0.1 0.8 0.8
0.0 0.3 -0.1
0.5 -0.2 0.5
0.1 0.1 -0.2
0.2 0.0 -0.4
0.5 0.3 -0.3
0.2 0.3 -0.4
0.0 -0.2 0.3
-0.7 0.1 0.1
-0.1 -0.7 -0.1
1.3 -0.2 0.1
0.7 -0.3 2.0
0.0 -1.3 0.0
0.2 0.0 -0.1
0.5 -0.4 -0.8
-0.3 0.1 0.2
0.6 0.8 -0.9
-0.2 0.3 -0.6
0.1 0.1 -0.6
-0.1 0.4 0.0
-0.4 0.0 -0.6
-0.7 0.5 -0.1
-0.1 0.0 0.1
-0.4 0.4 0.9
0.0 0.2 -0.3
0.1 0.5 -0.2
0.3 -0.6 0.0
0.0 -0.5 0.1
-0.9 -0.4 0.6

Summary:
Charge: +2
M in g/mol: 536.8
LUMO (spin up / spin down) in eV: -9.74 / -9.74
Energy relative to the best compared isomer or geometry (same formula, charge and spin) in kJ/mol: 0.00

Here are the Löwdin charges for atoms 1 to 5, given in e:
1 Tl 0.861
2 N 0.188
3 C -0.136
4 C -0.188
5 C 0.004

=====

4.
Computed, not measured: a 5-piece molecular cluster, C32H40F9N4O6P2S overall in a non-equilibrium geometry, with wB97M-V/def2-TZVPD.

Atoms and positions in Å:
C 3.027 -0.019 1.485
C 2.619 -0.604 0.119
C 3.702 -1.497 -0.515
C 2.198 0.511 -0.846
C 1.211 0.057 -1.925
P -0.440 -0.298 -1.301
C -0.653 0.093 0.446
C -2.068 0.438 0.949
C -2.143 1.844 1.569
O -3.178 1.952 2.521
P -1.812 0.774 -2.685
O -0.915 1.330 -3.703
O -2.889 -0.246 -3.226
O -2.563 1.843 -1.791
S -0.496 -2.501 -1.521
O -0.043 -2.752 -2.859
O 0.205 -2.948 -0.356
C -2.317 -3.044 -1.471
F -3.021 -2.039 -0.898
F -2.672 -3.170 -2.741
C -2.533 -4.413 -0.735
F -3.515 -5.090 -1.334
F -1.373 -5.073 -0.909
C -2.852 -4.356 0.793
F -1.923 -3.554 1.363
F -2.719 -5.614 1.245
C -4.297 -3.851 1.199
F -4.234 -2.611 1.683
F -5.109 -3.828 0.137
F -4.802 -4.641 2.114
H 3.787 -0.627 1.968
H 2.163 0.005 2.155
H 3.380 1.007 1.395
H 1.764 -1.265 0.296
H 3.261 -2.335 -1.059
H 4.335 -0.936 -1.203
H 4.335 -1.930 0.260
H 1.816 1.381 -0.306
H 3.081 0.869 -1.381
H 1.057 0.819 -2.695
H 1.591 -0.828 -2.444
H -0.276 -0.796 0.962
H 0.041 0.900 0.686
H -2.812 0.366 0.162
H -2.349 -0.275 1.715
H -1.176 2.099 2.014
H -2.368 2.586 0.805
H -2.941 1.447 3.309
H -3.782 -0.208 -2.860
H -3.464 1.591 -1.546
N 4.427 0.877 4.271
C 5.653 1.396 4.235
C 6.434 1.600 5.362
C 5.915 1.247 6.597
C 4.641 0.704 6.651
C 3.943 0.540 5.465
H 6.028 1.662 3.253
H 7.424 2.025 5.271
H 6.493 1.390 7.500
H 4.196 0.410 7.591
H 2.947 0.110 5.471
N -1.281 5.510 -0.060
C -0.837 6.764 -0.102
C -0.894 7.558 -1.239
C -1.437 7.022 -2.396
C -1.903 5.716 -2.368
C -1.804 5.012 -1.179
H -0.418 7.151 0.820
H -0.521 8.572 -1.214
H -1.496 7.610 -3.302
H -2.333 5.255 -3.246
H -2.154 3.992 -1.108
N 1.441 -2.729 5.502
C 0.798 -2.792 4.340
C 0.229 -3.951 3.835
C 0.337 -5.117 4.578
C 1.007 -5.068 5.789
C 1.538 -3.854 6.205
H 0.738 -1.860 3.784
H -0.280 -3.933 2.884
H -0.092 -6.044 4.221
H 1.119 -5.950 6.403
H 2.067 -3.779 7.148
N -2.895 0.176 -8.287
C -2.346 0.477 -7.113
C -1.239 1.297 -6.962
C -0.663 1.834 -8.105
C -1.220 1.529 -9.336
C -2.333 0.699 -9.373
H -2.822 0.033 -6.244
H -0.846 1.502 -5.978
H 0.204 2.478 -8.036
H -0.805 1.924 -10.252
H -2.796 0.441 -10.318

Forces on the atoms, in the same order (eV/Å):
-0.3 -0.1 -0.3
0.2 -0.1 0.1
-0.1 0.0 0.1
0.0 0.0 0.1
0.5 0.2 -0.2
-0.2 0.0 0.2
-0.3 -0.1 0.2
0.0 0.2 0.0
0.0 0.0 0.2
0.0 -0.2 -0.1
0.4 0.7 -1.4
-0.5 -0.4 0.9
0.2 0.1 0.3
-0.1 -0.5 -0.2
0.5 -0.2 -0.5
-0.2 0.1 0.6
-0.2 0.1 -0.1
-0.1 -0.1 -0.1
0.1 -0.1 0.0
-0.2 0.1 0.2
0.0 0.1 0.0
0.2 0.0 -0.2
-0.2 -0.3 0.1
0.0 -0.1 -0.1
-0.3 -0.2 0.0
0.2 0.4 -0.1
0.1 0.2 -0.4
0.2 0.1 0.0
0.0 0.0 0.1
-0.1 -0.2 0.2
0.0 0.1 0.1
0.1 0.1 0.1
0.2 0.0 0.1
0.0 0.1 0.0
0.0 0.1 -0.1
0.1 0.0 0.0
0.0 0.0 -0.1
-0.1 0.0 0.0
0.0 0.0 0.0
0.0 0.0 0.0
-0.1 -0.1 0.0
0.1 0.0 0.0
0.1 0.0 -0.2
-0.2 -0.2 0.0
-0.1 -0.2 0.1
0.0 0.1 0.0
0.2 0.1 0.0
0.0 0.1 0.0
-0.1 -0.2 -0.1
-0.1 0.3 0.2
0.0 0.0 0.0
0.0 0.0 0.0
0.0 0.0 0.0
0.0 0.0 0.0
0.1 0.0 0.0
-0.1 0.0 0.0
0.0 0.0 0.0
0.0 0.0 0.0
0.0 0.0 0.0
0.0 0.0 0.0
0.0 0.0 0.0
0.0 0.0 0.0
0.0 0.0 0.0
0.0 0.0 0.0
0.0 0.0 0.0
0.0 0.0 0.0
0.1 0.1 0.1
0.0 0.0 0.0
0.0 0.0 0.0
0.0 0.0 0.0
0.0 0.0 0.0
0.0 0.0 -0.1
0.0 0.1 0.0
0.0 0.0 0.0
0.1 0.0 0.1
0.0 0.0 0.0
0.0 0.0 0.0
0.0 0.0 0.0
0.0 0.0 0.0
0.0 0.0 0.0
0.0 0.0 0.0
0.0 0.0 0.0
0.0 0.0 0.0
0.0 0.0 0.0
0.0 0.0 0.0
0.0 0.0 -0.1
0.0 0.0 0.0
0.0 0.0 0.0
0.0 0.0 0.0
0.0 0.0 0.0
0.0 0.0 0.0
0.0 0.0 0.0
0.0 0.0 0.0
0.0 0.0 0.0

Summary:
Charge: +1
M in g/mol: 841.7
LUMO in eV: -4.10

Here are the Löwdin charges for atoms 1 to 5, given in e:
1 C -0.065
2 C -0.426
3 C -0.045
4 C -0.212
5 C -0.284

=====

5.
Computed, not measured: one molecule with the formula C9H10N2O3S in a non-equilibrium geometry, with wB97M-V/def2-TZVPD.

Atoms and positions in Å:
O 2.035 -4.384 0.841
C 1.408 -3.350 0.903
C 1.654 -2.408 1.931
C 0.883 -1.289 2.086
N 0.005 -1.004 1.093
C -0.194 -1.898 0.120
N 0.362 -3.012 -0.021
O -1.108 -1.506 -0.744
C -1.663 -0.328 -0.414
C -1.221 0.867 -1.311
C 0.002 1.569 -0.653
C 0.304 2.940 -1.165
O 0.670 2.829 -2.541
S -0.511 1.690 1.103
C -1.063 -0.006 1.098
H 2.413 -2.755 2.678
H 0.980 -0.597 2.838
H -2.726 -0.371 -0.648
H -0.883 0.466 -2.356
H -2.136 1.395 -1.495
H 0.745 0.784 -0.661
H 1.094 3.459 -0.611
H -0.572 3.615 -1.183
H 1.289 3.494 -2.877
H -1.768 -0.201 1.991

Forces on the atoms, in the same order (eV/Å):
-0.2 -0.2 -0.4
-0.9 -0.6 -1.5
0.3 1.5 2.8
1.5 -2.7 -1.6
-1.2 1.4 0.3
0.4 -0.9 -0.3
1.7 -1.7 0.2
0.1 -1.9 -1.3
-0.1 3.5 0.8
1.6 -1.6 -1.6
-2.5 -0.6 0.5
0.6 1.4 -1.3
0.3 -0.5 -0.6
0.1 0.1 0.2
-1.8 -0.6 0.0
-0.9 0.8 -0.7
0.2 1.5 1.7
-0.3 -0.4 1.2
-0.6 0.5 1.8
0.0 1.2 0.1
1.0 0.5 -0.3
0.0 -0.3 0.2
0.0 -0.6 0.7
-0.3 -0.1 0.7
0.9 0.4 -1.5

Summary:
Charge: 0
SMILES string: O=c1ccn2c(n1)O[C@@H]1C[C@@H](CO)S[C@@H]12
M in g/mol: 226.3
LUMO in eV: 0.27
Energy relative to the best compared isomer or geometry (same formula, charge and spin) in kJ/mol: 60.23

Here are the Löwdin charges for atoms 1 to 5, given in e:
1 O 0.058
2 C -0.490
3 C 0.019
4 C -0.014
5 N -0.028

=====

6.
Computed, not measured: C8H8AuCl2CrN2O3Se as an isolated structure in a non-equilibrium geometry, with wB97M-V/def2-TZVPD.

Atoms and positions in Å:
Cr 4.822 3.989 -1.105
Au 2.491 1.733 0.129
Cl 4.131 2.219 -2.248
Cl 3.201 3.950 0.377
C 1.441 0.293 0.871
C 6.314 4.743 -2.275
C 5.763 5.420 0.174
O 0.861 -0.437 1.568
O 7.261 5.256 -2.712
O 6.399 6.150 0.805
C -4.111 -0.090 0.447
N -3.482 -1.372 0.402
C -3.750 -2.390 1.293
C -2.854 -3.378 1.042
N -2.052 -2.927 0.016
C -0.887 -3.638 -0.406
C -2.355 -1.632 -0.340
Se -1.385 -0.466 -1.322
H -3.579 0.538 -0.266
H -4.009 0.336 1.450
H -5.165 -0.192 0.166
H -4.572 -2.317 1.982
H -2.694 -4.344 1.495
H -0.245 -3.835 0.458
H -1.194 -4.579 -0.869
H -0.350 -3.030 -1.130

Forces on the atoms, in the same order (eV/Å):
-1.2 -1.0 -0.4
-0.3 -0.3 0.1
0.8 0.9 0.4
-0.2 0.7 0.4
-2.3 -3.4 3.4
6.2 3.0 -3.4
3.6 3.8 3.6
2.3 3.0 -3.2
-5.2 -2.8 2.2
-3.2 -3.5 -3.0
-0.8 1.1 0.0
0.3 -0.8 1.4
-1.0 2.6 -1.4
2.1 -0.4 -2.0
-0.3 -0.1 1.4
1.0 -0.9 -0.5
-1.5 -2.0 1.9
-0.2 0.0 -0.5
-0.4 0.3 0.0
-0.1 0.0 -0.2
0.2 0.2 0.0
-0.2 -0.1 0.2
-0.1 -0.1 0.0
-0.1 0.0 -0.2
0.2 0.1 0.0
0.1 -0.2 -0.1

Summary:
Charge: +4
M in g/mol: 579.0
Multiplicity: 6
LUMO (spin up / spin down) in eV: -16.83 / -16.37

Here are the Löwdin charges for atoms 1 to 5, given in e:
1 Cr 0.362
2 Au 0.579
3 Cl 0.263
4 Cl 0.244
5 C -0.183

=====

7.
Computed, not measured: an isolated ion of composition C2H2N3O2 and charge -1 in a non-equilibrium geometry, with wB97M-V/def2-TZVPD.

Atoms and positions in Å:
C -0.947 -0.220 -0.335
C 1.260 0.253 0.175
N -1.843 -0.783 -1.108
N -1.237 0.291 0.794
N 0.675 0.329 1.387
O 2.376 0.464 -0.273
O 0.369 -0.035 -0.803
H -1.597 -0.956 -2.136
H 0.944 0.658 2.298

Forces on the atoms, in the same order (eV/Å):
0.9 -0.4 -3.0
0.4 1.4 2.0
-0.4 0.0 -1.7
-2.0 0.5 2.5
0.5 -0.8 -1.3
1.2 0.0 0.7
-2.0 -1.1 -0.8
0.5 0.1 2.2
1.0 0.2 -0.6

Summary:
Charge: -1
M in g/mol: 100.1
Multiplicity: 3
LUMO (spin up / spin down) in eV: 4.42 / 3.23
Energy relative to the best compared isomer or geometry (same formula, charge and spin) in kJ/mol: 0.00

Here are the Löwdin charges for atoms 1 to 5, given in e:
1 C -0.682
2 C -0.725
3 N 0.099
4 N 0.164
5 N 0.067

=====

8.
Computed, not measured: a 2-piece molecular cluster, C2H10NO2 overall in a non-equilibrium geometry, with wB97M-V/def2-TZVPD.

Atoms and positions in Å:
C -0.100 -0.355 -0.152
O 0.895 -0.857 0.694
C 0.741 0.320 -1.213
N -0.048 0.851 -2.436
H -0.767 0.326 0.375
H -0.740 -1.091 -0.647
H 0.478 -1.144 1.516
H 1.273 1.195 -0.835
H 1.452 -0.420 -1.576
H -1.031 0.614 -2.334
H 0.285 0.549 -3.349
H 0.019 1.878 -2.421
H -1.179 0.016 4.389
H -0.485 -1.313 4.260
O -0.793 -0.569 3.730

Forces on the atoms, in the same order (eV/Å):
-0.1 0.5 -0.3
-0.4 -0.4 0.0
0.4 0.4 -0.7
0.1 0.6 1.0
0.0 0.3 0.0
0.1 -0.5 0.2
0.1 0.1 0.2
0.0 -0.3 0.1
0.0 0.2 -0.1
-0.2 -0.1 -0.2
0.1 -0.3 0.1
-0.2 -0.3 -0.1
0.0 0.1 -0.1
0.0 0.0 -0.1
0.1 -0.2 0.1

Summary:
Charge: +1
M in g/mol: 80.1
LUMO in eV: -3.87
Energy relative to the best compared isomer or geometry (same formula, charge and spin) in kJ/mol: 77.78

Here are the Löwdin charges for atoms 1 to 5, given in e:
1 C -0.266
2 O -0.022
3 C -0.096
4 N 0.209
5 H 0.132